{
  "formula": "C28H49NO21",
  "method": "wB97M-V/def2-TZVPD",
  "relative_energy_kj_mol": 14.66,
  "total_charge": 0,
  "homo_lumo_gap_ev": 10.24,
  "energy_ha": -2730.90226,
  "symbols": ["C", "C", "C", "O", "C", "O", "O", "H", "H", "H", "H", "H", "H", "C", "C", "C", "O", "C", "O", "O", "H", "H", "H", "H", "H", "H", "C", "C", "C", "O", "C", "O", "O", "H", "H", "H", "H", "H", "H", "C", "O", "C", "O", "O", "C", "H", "H", "H", "H", "H", "H", "C", "O", "C", "O", "O", "C", "H", "H", "H", "H", "H", "H", "C", "O", "C", "O", "O", "C", "H", "H", "H", "H", "H", "H", "C", "O", "C", "O", "O", "C", "H", "H", "H", "H", "H", "H", "C", "C", "C", "C", "N", "H", "H", "H", "H", "H", "H", "H"],
  "xyz": [[-1.23, -1.73, -17.74], [-1.63, -0.64, -16.75], [-2.05, 0.68, -17.45], [-3.46, 0.71, -17.25], [-3.86, -0.24, -16.51], [-5.04, -0.33, -16.09], [-2.89, -1.07, -16.32], [-2.04, -1.99, -18.37], [-0.97, -2.69, -17.34], [-0.36, -1.43, -18.31], [-0.98, -0.41, -15.97], [-1.76, 0.65, -18.52], [-1.49, 1.51, -17.04], [-6.51, -1.92, -21.35], [-5.01, -1.90, -21.48], [-4.41, -1.56, -20.10], [-3.96, -2.82, -19.63], [-4.08, -3.75, -20.59], [-3.69, -4.92, -20.48], [-4.63, -3.27, -21.66], [-6.88, -1.00, -20.94], [-6.84, -2.65, -20.68], [-7.00, -2.32, -22.18], [-4.71, -1.25, -22.33], [-5.05, -1.00, -19.37], [-3.52, -1.00, -20.08], [-0.85, -3.79, -21.08], [0.67, -3.63, -20.77], [1.47, -4.64, -21.63], [1.88, -3.78, -22.67], [1.77, -2.45, -22.34], [2.34, -1.52, -22.90], [1.10, -2.38, -21.17], [-1.38, -2.94, -20.71], [-1.19, -4.71, -20.60], [-1.06, -3.78, -22.18], [0.77, -3.83, -19.69], [0.89, -5.45, -22.03], [2.33, -4.95, -21.04], [-8.90, -0.97, -18.67], [-7.77, -0.06, -18.76], [-7.64, 0.91, -17.86], [-8.45, 0.98, -16.70], [-6.57, 1.69, -18.02], [-6.15, 2.61, -17.00], [-8.74, -1.84, -17.99], [-9.16, -1.44, -19.65], [-9.79, -0.33, -18.44], [-5.93, 2.18, -16.02], [-6.95, 3.30, -16.84], [-5.28, 3.13, -17.30], [-4.55, 2.93, -20.84], [-3.97, 1.75, -21.35], [-2.65, 1.58, -21.12], [-1.79, 2.47, -20.51], [-2.18, 0.39, -21.62], [-0.78, 0.09, -21.61], [-5.64, 2.88, -20.93], [-4.15, 3.71, -21.43], [-4.23, 3.12, -19.78], [-0.50, -0.32, -20.61], [-0.28, 1.03, -21.81], [-0.68, -0.60, -22.38], [-6.81, 5.93, -19.04], [-7.22, 4.83, -19.80], [-8.42, 4.25, -19.49], [-9.31, 4.77, -18.54], [-8.62, 3.11, -20.16], [-9.74, 2.34, -19.85], [-7.61, 6.65, -19.09], [-5.91, 6.41, -19.37], [-6.60, 5.49, -18.06], [-9.69, 1.42, -20.50], [-10.66, 2.90, -20.13], [-9.89, 2.01, -18.83], [-3.89, 8.91, -19.41], [-2.63, 8.41, -19.90], [-2.41, 7.19, -19.87], [-3.39, 6.22, -19.46], [-1.12, 6.78, -20.20], [-0.86, 5.38, -20.34], [-3.99, 9.99, -19.46], [-3.93, 8.58, -18.38], [-4.74, 8.42, -19.88], [0.20, 5.20, -20.40], [-1.31, 5.03, -21.30], [-1.22, 4.78, -19.52], [1.04, 2.22, -19.43], [1.95, 2.35, -20.65], [2.64, 1.04, -20.86], [3.58, 0.71, -19.81], [4.34, 0.49, -18.97], [0.44, 1.31, -19.40], [0.29, 3.06, -19.30], [1.67, 2.29, -18.54], [2.54, 3.24, -20.51], [1.31, 2.51, -21.54], [3.29, 1.05, -21.78], [1.99, 0.20, -20.93]]
}



{
  "formula": "C28H50Br10O15",
  "method": "wB97M-V/def2-TZVPD",
  "relative_energy_kj_mol": 0.00,
  "total_charge": 0,
  "homo_lumo_gap_ev": 9.57,
  "energy_ha": -27965.63024,
  "symbols": ["C", "C", "C", "O", "C", "O", "O", "H", "H", "H", "H", "H", "H", "C", "C", "C", "O", "C", "O", "O", "H", "H", "H", "H", "H", "H", "C", "C", "C", "O", "C", "O", "O", "H", "H", "H", "H", "H", "H", "Br", "C", "C", "Br", "H", "H", "H", "H", "Br", "C", "C", "Br", "H", "H", "H", "H", "Br", "C", "C", "Br", "H", "H", "H", "H", "Br", "C", "C", "Br", "H", "H", "H", "H", "Br", "C", "C", "Br", "H", "H", "H", "H", "C", "O", "C", "O", "O", "C", "H", "H", "H", "H", "H", "H", "C", "O", "C", "O", "O", "C", "H", "H", "H", "H", "H", "H"],
  "xyz": [[5.90, 3.09, 3.67], [4.41, 3.24, 3.70], [3.70, 2.58, 4.85], [2.76, 3.57, 5.31], [3.06, 4.71, 4.68], [2.48, 5.74, 4.87], [4.13, 4.58, 3.93], [6.37, 3.58, 2.82], [6.30, 2.11, 3.40], [6.48, 3.36, 4.56], [3.97, 2.91, 2.76], [4.32, 2.32, 5.71], [3.18, 1.65, 4.63], [-1.39, 0.58, 0.42], [-0.01, -0.12, 0.16], [0.76, 0.14, -1.13], [2.01, 0.65, -0.72], [2.05, 0.72, 0.61], [3.04, 1.09, 1.26], [0.91, 0.26, 1.16], [-1.55, 0.50, 1.50], [-2.18, 0.06, -0.13], [-1.34, 1.64, 0.20], [-0.12, -1.21, 0.25], [0.20, 0.82, -1.77], [0.87, -0.79, -1.68], [-4.01, -6.92, -1.21], [-2.95, -5.97, -0.83], [-1.88, -5.82, -1.94], [-1.59, -4.47, -1.88], [-2.54, -3.79, -1.22], [-2.56, -2.59, -1.13], [-3.45, -4.69, -0.81], [-3.67, -7.81, -1.75], [-4.73, -6.45, -1.87], [-4.62, -7.14, -0.33], [-2.35, -6.14, 0.07], [-2.26, -6.04, -2.93], [-0.99, -6.45, -1.87], [-2.24, 1.96, -3.03], [-2.49, 2.71, -4.78], [-3.85, 3.42, -4.70], [-4.02, 4.66, -6.28], [-2.42, 1.81, -5.39], [-1.66, 3.41, -4.90], [-3.97, 4.02, -3.80], [-4.64, 2.67, -4.73], [5.54, 2.84, -1.91], [6.31, 0.97, -1.73], [6.03, 0.55, -0.28], [6.84, -1.23, 0.29], [7.39, 1.00, -1.91], [5.93, 0.24, -2.44], [4.97, 0.38, -0.08], [6.40, 1.26, 0.46], [0.82, 6.23, 2.03], [2.39, 5.58, 0.98], [2.20, 4.07, 0.68], [0.68, 3.83, -0.50], [3.28, 5.68, 1.60], [2.59, 6.25, 0.14], [2.00, 3.62, 1.65], [3.05, 3.65, 0.14], [-3.20, 3.63, 1.39], [-4.58, 2.18, 1.50], [-5.80, 2.45, 0.64], [-5.32, 2.34, -1.28], [-4.86, 1.95, 2.53], [-4.14, 1.31, 1.00], [-6.16, 3.47, 0.73], [-6.64, 1.80, 0.86], [1.53, -5.35, -1.69], [1.48, -3.99, -0.27], [0.56, -4.59, 0.89], [0.19, -3.12, 2.19], [1.00, -3.15, -0.77], [2.46, -3.63, 0.03], [0.96, -5.44, 1.44], [-0.46, -4.88, 0.64], [-3.76, -0.94, 3.08], [-5.07, -0.54, 3.09], [-6.00, -1.52, 2.99], [-5.80, -2.76, 2.92], [-7.15, -0.94, 2.94], [-8.31, -1.72, 3.33], [-3.00, -0.16, 3.01], [-3.57, -1.46, 2.14], [-3.70, -1.45, 4.04], [-8.23, -2.73, 2.91], [-9.25, -1.29, 2.97], [-8.49, -1.98, 4.37], [4.07, -2.97, -2.98], [4.31, -1.67, -3.57], [3.32, -1.03, -4.12], [2.17, -1.44, -4.21], [3.84, 0.14, -4.53], [3.05, 1.32, -4.59], [3.60, -2.79, -2.01], [5.09, -3.32, -2.84], [3.46, -3.62, -3.61], [2.01, 1.04, -4.44], [3.20, 1.65, -5.61], [3.36, 2.11, -3.90]]
}



{
  "formula": "C28H51BBrF3NO11S4",
  "method": "wB97M-V/def2-TZVPD",
  "relative_energy_kj_mol": 0.00,
  "total_charge": -1,
  "homo_lumo_gap_ev": 5.97,
  "energy_ha": -6471.26779,
  "symbols": ["C", "C", "S", "C", "B", "C", "C", "C", "C", "N", "C", "C", "O", "O", "C", "Br", "C", "C", "C", "C", "F", "F", "F", "C", "C", "O", "O", "O", "H", "H", "H", "H", "H", "H", "H", "H", "H", "H", "H", "H", "H", "H", "H", "H", "H", "H", "H", "H", "H", "H", "H", "H", "H", "H", "H", "C", "C", "C", "S", "O", "O", "C", "H", "H", "H", "H", "H", "H", "H", "H", "C", "C", "C", "S", "O", "O", "C", "H", "H", "H", "H", "H", "H", "H", "H", "C", "C", "C", "S", "O", "O", "C", "H", "H", "H", "H", "H", "H", "H", "H"],
  "xyz": [[-2.78, -2.56, -1.18], [-2.59, -3.88, -1.96], [-1.11, -4.79, -1.41], [0.20, -4.50, -2.64], [1.20, -3.21, -2.42], [1.35, -2.62, -0.90], [0.77, -1.21, -0.69], [1.40, -0.42, 0.46], [2.31, 0.71, -0.01], [3.73, 0.35, 0.06], [4.56, 1.01, -0.83], [6.00, 0.56, -0.81], [4.21, 1.93, -1.55], [2.59, -3.79, -2.78], [3.23, -2.99, -3.63], [4.85, -2.24, -2.61], [2.23, -1.89, -4.16], [1.89, -2.01, -5.66], [2.96, -2.52, -6.65], [4.19, -1.67, -6.79], [3.91, -0.39, -7.12], [4.98, -1.65, -5.70], [4.97, -2.17, -7.82], [2.63, -0.46, -3.79], [1.57, 0.58, -4.03], [0.44, 0.58, -3.62], [2.01, 1.63, -4.84], [1.04, -2.24, -3.51], [-2.25, -2.65, -0.24], [-3.82, -2.40, -0.94], [-2.34, -1.73, -1.73], [-2.48, -3.69, -3.02], [-3.45, -4.52, -1.80], [-0.27, -4.45, -3.62], [0.79, -5.41, -2.64], [0.90, -3.25, -0.12], [2.41, -2.58, -0.67], [-0.30, -1.29, -0.52], [0.88, -0.63, -1.60], [1.90, -1.08, 1.16], [0.59, 0.05, 1.02], [2.15, 1.57, 0.64], [2.01, 0.99, -1.02], [3.85, -0.65, -0.06], [6.64, 1.42, -0.69], [6.18, -0.15, -0.01], [6.24, 0.12, -1.77], [3.70, -3.62, -4.37], [1.50, -1.08, -6.07], [1.09, -2.74, -5.71], [3.23, -3.55, -6.46], [2.51, -2.51, -7.64], [3.52, -0.15, -4.34], [2.91, -0.42, -2.74], [2.34, 2.35, -4.30], [-2.73, 4.04, 2.76], [-3.21, 3.52, 1.40], [-2.14, 2.55, 0.87], [-1.33, 1.87, 2.32], [0.04, 2.31, 2.34], [-1.67, 0.47, 2.46], [-2.25, 2.82, 3.53], [-3.52, 4.57, 3.30], [-1.89, 4.74, 2.62], [-4.15, 2.99, 1.53], [-3.38, 4.33, 0.70], [-2.56, 1.74, 0.29], [-1.38, 3.07, 0.29], [-1.59, 3.05, 4.37], [-3.08, 2.20, 3.87], [-0.15, -7.04, 3.20], [-0.96, -6.04, 4.04], [0.03, -5.00, 4.57], [1.37, -4.92, 3.37], [2.58, -5.39, 4.00], [1.33, -3.65, 2.69], [0.74, -6.21, 2.29], [-0.80, -7.70, 2.62], [0.46, -7.67, 3.86], [-1.70, -5.56, 3.41], [-1.48, -6.53, 4.86], [-0.41, -4.01, 4.66], [0.47, -5.29, 5.52], [1.58, -6.76, 1.87], [0.16, -5.74, 1.50], [-5.34, 9.13, 4.91], [-4.15, 9.49, 4.02], [-3.49, 8.18, 3.57], [-4.79, 6.94, 3.57], [-4.51, 5.97, 4.60], [-5.09, 6.55, 2.22], [-6.09, 8.02, 4.18], [-5.98, 9.99, 5.10], [-4.98, 8.76, 5.88], [-4.51, 10.04, 3.14], [-3.44, 10.13, 4.53], [-3.07, 8.24, 2.57], [-2.73, 7.85, 4.27], [-6.76, 7.45, 4.82], [-6.63, 8.40, 3.32]]
}



{
  "formula": "C28H51F5GaN4O4SSbTe",
  "method": "wB97M-V/def2-TZVPD",
  "relative_energy_kj_mol": 36.04,
  "total_charge": 2,
  "homo_lumo_gap_ev": 6.73,
  "energy_ha": -4947.67153,
  "symbols": ["Ga", "C", "O", "C", "C", "C", "C", "C", "C", "O", "C", "O", "C", "H", "H", "H", "H", "H", "H", "H", "H", "H", "F", "Te", "F", "F", "F", "F", "O", "C", "C", "C", "Sb", "C", "C", "C", "C", "C", "C", "H", "H", "H", "H", "H", "H", "H", "H", "H", "H", "H", "H", "H", "H", "H", "H", "H", "H", "H", "H", "H", "C", "N", "C", "C", "N", "C", "S", "H", "H", "H", "H", "H", "H", "H", "H", "C", "C", "N", "C", "C", "N", "C", "C", "H", "H", "H", "H", "H", "H", "H", "H", "H", "H", "H", "H", "H"],
  "xyz": [[-0.78, 0.49, -0.23], [2.27, -4.61, 3.04], [1.50, -5.20, 1.99], [0.77, -4.42, 1.21], [0.06, -5.09, 0.18], [-0.70, -4.36, -0.67], [-0.83, -2.95, -0.57], [-1.64, -2.23, -1.49], [-2.35, -2.94, -2.61], [-1.84, -0.99, -1.41], [-0.11, -2.29, 0.47], [-0.13, -1.00, 0.67], [0.68, -3.04, 1.36], [2.79, -5.43, 3.53], [1.63, -4.10, 3.75], [3.00, -3.91, 2.63], [0.16, -6.16, 0.10], [-1.23, -4.88, -1.46], [-3.12, -3.60, -2.22], [-1.66, -3.55, -3.20], [-2.82, -2.20, -3.25], [1.22, -2.50, 2.11], [1.02, 1.10, -0.53], [0.71, 2.44, 2.05], [-0.14, 1.98, 3.64], [1.67, 0.87, 2.19], [2.02, 3.16, 3.21], [-0.15, 4.13, 2.24], [-0.79, 1.85, 1.16], [-3.12, 2.42, -4.76], [-2.95, 1.46, -3.59], [-4.04, 1.66, -2.54], [-1.01, 1.55, -2.65], [-0.26, 3.55, -2.80], [0.02, 4.02, -4.22], [-1.18, 4.49, -2.03], [0.23, 0.28, -3.87], [1.70, 0.58, -3.64], [-0.16, 0.36, -5.34], [-4.09, 2.24, -5.24], [-2.35, 2.29, -5.53], [-3.11, 3.46, -4.44], [-2.99, 0.43, -3.95], [-4.01, 2.66, -2.11], [-3.95, 0.92, -1.74], [-5.03, 1.54, -3.00], [0.69, 3.47, -2.26], [-0.89, 4.05, -4.83], [0.75, 3.39, -4.73], [0.42, 5.03, -4.20], [-2.15, 4.60, -2.52], [-0.73, 5.49, -1.99], [-1.34, 4.16, -1.00], [-0.01, -0.72, -3.49], [1.97, 1.58, -3.98], [2.31, -0.13, -4.21], [1.98, 0.49, -2.59], [0.01, 1.35, -5.76], [-1.20, 0.09, -5.52], [0.46, -0.34, -5.91], [5.18, 3.88, 0.75], [4.18, 4.77, 1.31], [4.58, 5.94, 2.12], [3.22, 6.51, 2.59], [2.26, 5.67, 1.87], [2.88, 4.67, 1.25], [2.08, 3.41, 0.30], [5.63, 4.32, -0.14], [4.72, 2.93, 0.50], [5.96, 3.71, 1.50], [5.14, 6.64, 1.51], [5.20, 5.60, 2.95], [3.09, 7.55, 2.31], [3.08, 6.42, 3.67], [1.28, 5.60, 2.10], [-4.71, 1.34, 2.43], [-3.69, 1.43, 1.28], [-2.93, 0.17, 1.17], [-3.83, -0.89, 0.70], [-5.12, -0.91, 1.55], [-4.85, -0.11, 2.79], [-3.59, -0.60, 3.43], [-2.42, -0.21, 2.51], [-5.70, 1.71, 2.14], [-4.39, 1.86, 3.33], [-2.99, 2.24, 1.47], [-4.18, 1.62, 0.33], [-3.30, -1.84, 0.78], [-4.08, -0.74, -0.35], [-5.41, -1.92, 1.85], [-5.97, -0.45, 1.04], [-5.63, -0.23, 3.44], [-3.69, -1.68, 3.56], [-3.51, -0.13, 4.41], [-1.73, -1.03, 2.40], [-1.87, 0.64, 2.91]]
}